# 1
Molecular formula: C32H37F10MgN2OSSb
Method: DFT, ωB97M-V/def2-TZVPD

```
85
Properties=species:S:1:pos:R:3:forces:R:3
Mg 0.42342 -1.45650 0.77900 0.807 0.274 -0.020
F 6.65382 -0.89610 3.75350 -0.221 0.049 -0.176
C 5.67932 -0.77710 2.83870 -0.138 -0.036 -0.206
C 4.35232 -1.00430 3.18100 0.062 -0.043 0.224
F 4.02072 -1.32990 4.44260 0.133 0.028 -0.120
C 3.36182 -0.90010 2.22500 0.259 0.171 -0.561
F 2.06712 -1.15440 2.60210 0.344 -0.010 -0.010
C 3.61452 -0.56010 0.88960 0.977 -0.103 0.821
S 2.40062 -0.41790 -0.29050 -0.697 0.005 -0.559
C 4.97392 -0.32660 0.57860 -0.489 -0.126 0.109
F 5.29932 0.00280 -0.67720 0.052 -0.044 0.234
C 5.98092 -0.44410 1.51630 0.059 -0.015 0.268
F 7.25712 -0.23980 1.16670 -0.209 -0.017 0.083
C -0.01948 1.46670 3.56430 0.165 0.029 -0.206
C -0.64758 0.35990 2.76460 -0.269 0.483 0.870
O -0.30858 0.10450 1.61240 -0.200 0.264 0.286
N -1.62478 -0.31220 3.38300 -0.101 0.026 0.210
C -2.24178 -1.48630 2.80250 0.052 -0.112 -0.190
C -1.41668 -2.71670 3.08530 -0.491 -0.235 0.399
C -1.86528 -3.71970 3.93780 0.060 0.041 -0.134
C -1.06948 -4.83710 4.13670 0.150 0.117 -0.071
C 0.16072 -4.89720 3.50180 -0.092 0.074 -0.014
C 0.54012 -3.83090 2.70310 0.283 -0.478 0.254
N -0.22688 -2.77350 2.49830 0.034 0.423 -0.167
H 0.95122 1.70430 3.13470 -0.018 -0.010 0.017
H 0.09832 1.15670 4.60000 0.049 0.045 0.074
H -0.63878 2.36410 3.53720 -0.067 -0.034 -0.056
H -1.84098 -0.08630 4.34100 0.106 0.042 -0.066
H -2.28528 -1.33020 1.72040 -0.260 -0.083 0.141
H -3.24798 -1.59370 3.20830 0.050 0.018 -0.151
H -2.81928 -3.62980 4.43770 -0.077 0.026 -0.073
H -1.39508 -5.63900 4.78300 -0.040 -0.041 0.024
H 0.81442 -5.74670 3.61790 0.069 -0.042 0.019
H 1.50352 -3.82460 2.21290 0.099 -0.073 -0.108
C -3.12868 2.39340 0.35000 0.204 -0.088 -0.134
C -2.07388 3.17460 -0.42610 0.455 -0.464 -0.191
C -2.74158 3.98780 -1.51860 0.129 -0.132 0.003
C -1.34578 4.08850 0.54930 0.119 -0.168 -0.191
Sb -0.51538 1.65690 -1.16330 -0.250 0.505 -0.910
C -1.45698 0.75080 -3.02990 0.190 0.380 0.376
C -2.76498 0.12140 -2.57370 0.163 0.150 0.186
C -0.50038 -0.35700 -3.45940 0.071 0.123 0.236
C -1.72788 1.70320 -4.18390 0.109 0.007 0.197
C 1.18062 2.96950 -1.98240 -0.457 -0.210 0.193
C 1.97672 2.15260 -2.98980 -0.269 -0.180 0.070
C 0.72512 4.27160 -2.61930 -0.146 -0.179 0.094
C 2.07342 3.25320 -0.78190 -0.166 -0.152 0.094
H -3.81228 3.08650 0.84340 -0.128 0.127 0.085
H -2.67158 1.76850 1.11850 -0.004 -0.088 0.089
H -3.71748 1.75530 -0.30380 -0.079 -0.128 -0.012
H -3.34498 4.78430 -1.07880 -0.124 0.138 0.091
H -3.40728 3.36380 -2.10900 -0.060 -0.035 -0.168
H -2.00918 4.44530 -2.17620 0.005 0.112 -0.150
H -2.04878 4.77560 1.02450 -0.136 0.082 0.080
H -0.58998 4.68420 0.04560 0.128 0.112 0.037
H -0.86058 3.50280 1.33090 0.119 0.033 0.117
H -2.59988 -0.54730 -1.72930 -0.109 -0.106 0.101
H -3.20578 -0.46110 -3.38380 -0.044 -0.118 -0.142
H -3.48688 0.88330 -2.28640 -0.137 0.032 0.064
H -0.18188 -0.95660 -2.60090 0.037 -0.082 -0.089
H 0.38442 0.04680 -3.94420 0.143 -0.026 -0.009
H -0.99198 -1.02670 -4.16760 -0.103 -0.073 -0.113
H -2.47868 2.44250 -3.91400 -0.031 0.115 -0.041
H -2.10588 1.14340 -5.04350 -0.041 -0.063 -0.110
H -0.82478 2.22320 -4.49470 0.074 0.073 -0.101
H 1.42042 2.01400 -3.91490 -0.017 -0.064 -0.113
H 2.24162 1.17960 -2.57670 0.083 -0.064 -0.103
H 2.90552 2.67220 -3.23830 0.081 0.097 0.011
H 0.02432 4.09050 -3.43090 -0.086 0.072 -0.128
H 1.58642 4.80400 -3.03090 0.114 0.047 -0.029
H 0.25262 4.92430 -1.88960 -0.083 0.144 0.010
H 2.44462 2.32020 -0.36280 0.058 -0.037 0.112
H 1.54022 3.79640 -0.00500 -0.027 0.120 0.161
H 2.93492 3.85180 -1.08110 0.113 0.131 -0.108
F -2.50288 -2.67530 -0.22790 -0.382 -0.077 -0.165
C -1.47738 -3.35720 -0.80720 0.527 -0.184 -0.039
C -0.19718 -2.98530 -0.45790 -0.410 -0.730 -0.730
C 0.80782 -3.75940 -0.99930 -0.329 0.076 -0.019
F 2.07312 -3.50440 -0.58280 0.134 -0.425 -0.272
C 0.59082 -4.79040 -1.90540 0.065 0.013 0.078
F 1.60972 -5.48780 -2.42940 -0.174 0.027 0.049
C -0.72028 -5.11390 -2.24430 0.049 0.099 0.129
F -0.97388 -6.12290 -3.08960 0.076 0.210 0.175
C -1.77238 -4.40700 -1.66990 -0.077 0.172 0.100
F -3.04008 -4.75800 -1.94600 0.183 0.059 -0.019
```
Forces are in eV/Å.

Net charge ... 0
HOMO ... -7.164 eV
Spin multiplicity ... 1
E ... -88805.1619 eV
Relative energy (zero: lowest compared OMol25 entry of this formula, charge and spin) ... 111.7 kJ/mol

Atom charges from the Löwdin analysis, given in e for atoms 1 to 8: 0.4463 0.1087 -0.1394 -0.1483 0.1019 -0.2044 0.0200 -0.5461

=====

# 2
Molecular formula: C4H10ClNO2S
Method: DFT, ωB97M-V/def2-TZVPD

```
19
Properties=species:S:1:pos:R:3:forces:R:3
C 1.32089 -1.07670 -0.34963 -0.645 -2.979 0.220
C -1.06188 -0.66495 0.73453 -0.585 -3.202 -1.641
C -0.72088 2.11517 -0.42799 -2.158 -2.428 -0.883
C 0.39469 -0.63427 0.69162 0.633 -1.737 3.141
N 0.52660 1.68761 0.05774 0.589 1.382 -0.916
O -0.41948 1.79265 2.45002 -0.454 -0.182 -0.363
O 2.00362 1.60448 2.10882 -1.053 0.397 -1.010
S 0.71615 2.03397 1.62509 2.212 0.385 2.959
Cl 0.83489 4.07169 1.51145 0.060 0.141 -0.290
H 2.01788 -1.81507 0.18144 -0.722 0.557 -1.373
H 0.93268 -1.40391 -1.37362 0.119 -0.056 1.682
H 1.88226 -0.25744 -0.56365 2.271 2.424 -0.797
H -1.51215 -0.74922 -0.30592 0.399 -0.341 1.200
H -1.41077 0.22071 1.10741 -1.239 1.936 1.371
H -1.43572 -1.50902 1.43414 0.288 1.126 -1.161
H -0.64067 3.08878 -0.83688 -0.056 1.550 0.100
H -0.97281 1.53213 -1.38759 0.353 0.393 1.520
H -1.52050 1.94002 0.37371 0.782 0.965 -1.470
H 0.87279 -0.50421 1.75812 -0.795 -0.332 -2.290
```
Forces are in eV/Å.

Net charge ... 0
HOMO (spin up / spin down) ... -6.928 / -11.313 eV
Spin multiplicity ... 3
E ... -33246.9765 eV

Atom charges from the Löwdin analysis, given in e for atoms 1 to 8: -0.1253 -0.1446 -0.1904 -0.3092 -0.1347 -0.3197 -0.3219 0.2598

=====

# 3
Molecular formula: C4H8O3S
Method: DFT, ωB97M-V/def2-TZVPD

```
16
Properties=species:S:1:pos:R:3:forces:R:3
C 1.50398 -2.28485 0.09571 1.955 -1.950 1.382
C -0.16647 0.33816 0.31048 1.430 2.159 1.829
C 0.02174 1.84513 0.05681 -2.195 1.196 1.065
C -1.47184 -0.11615 -0.06612 -3.074 -1.030 -0.644
H 1.79553 -3.14422 -0.78861 -1.316 3.018 2.118
H 0.59448 -2.67736 0.74526 2.068 0.813 -1.373
H 2.67396 -2.37377 0.83510 -3.959 0.663 -2.127
H -0.05224 0.40805 1.40000 -0.080 -1.248 -0.164
H -0.59531 2.13614 -0.95418 2.419 -0.207 2.049
H -0.64719 2.33312 1.00796 1.696 -0.937 -2.783
H 1.34547 3.29618 0.70061 0.992 -5.620 -1.883
H -2.68377 -1.38703 0.51916 1.461 0.248 1.667
O 1.45911 2.08815 0.31801 -3.019 6.501 1.020
O -1.84046 -1.03894 0.98909 -2.498 0.681 -4.331
O -2.16875 0.19250 -1.05175 1.986 -1.392 3.440
S 1.16534 -0.45116 -0.49309 2.135 -2.895 -1.263
```
Forces are in eV/Å.

Net charge ... 0
HOMO ... -8.789 eV
Spin multiplicity ... 1
E ... -21250.3761 eV
Relative energy (zero: lowest compared OMol25 entry of this formula, charge and spin) ... 515.4 kJ/mol

Atom charges from the Löwdin analysis, given in e for atoms 1 to 8: -0.3941 -0.6643 -0.3153 -0.4863 0.0766 0.0307 0.1172 0.1275

=====

Which of these has the highest E?
C4H8O3S